(1)
ORCA calculation (ωB97M-V/def2-TZVPD) on a 9-piece molecular cluster, C23H67N3O14 overall in a non-equilibrium geometry.

Computed properties:
* spin multiplicity: 1
* structure (SMILES): COC[C@H](C)N.COC[C@H](C)N.COC[C@H](C)N.OCCO.OCCO.OCCO.OCCO.OCCO.CO
* HOMO level: -9.15 eV
* LUMO: 0.29 eV

```
107
C23H67N3O14 ωB97M-V/def2-TZVPD
C 0.8373 0.4400 -0.1084
O 1.8234 -0.3672 0.6753
H 0.9173 1.5044 0.1122
H 1.0339 0.2005 -1.1535
H -0.1432 0.0560 0.1732
H 1.7395 -0.0133 1.5638
C -1.4261 5.9197 -4.4201
C -2.5240 5.4495 -5.2893
C -3.5495 6.6191 -5.4950
O -3.9846 7.0907 -4.1841
C -5.1983 6.5703 -3.8570
N -2.0677 4.9649 -6.5464
H -0.6331 5.1817 -4.2987
H -1.6686 6.1037 -3.3735
H -1.0417 6.7551 -5.0054
H -3.0693 4.6549 -4.7799
H -4.2674 6.4175 -6.2900
H -3.0169 7.4632 -5.9331
H -5.4754 6.9680 -2.8807
H -5.0795 5.4875 -3.8971
H -5.9710 6.7421 -4.6063
H -1.7061 5.7536 -7.0635
H -2.8855 4.7621 -7.1033
C -3.7478 -3.2486 5.0676
C -4.3304 -2.2577 6.1335
C -3.7115 -2.6535 7.5311
O -4.0730 -3.9610 7.9199
C -5.4202 -4.2598 8.1545
N -3.7835 -0.9528 5.7082
H -2.6618 -3.2879 4.9824
H -4.1692 -3.0144 4.0901
H -4.0942 -4.2538 5.3079
H -5.4154 -2.3043 6.0408
H -3.8990 -1.8853 8.2813
H -2.6405 -2.8555 7.5246
H -5.9797 -3.9348 7.2773
H -5.7320 -3.6057 8.9687
H -5.3941 -5.3485 8.1993
H -3.9727 -0.3562 6.5009
H -2.7761 -1.0087 5.7529
C 8.1985 -1.5394 -4.3677
C 8.9151 -2.1589 -3.1477
C 10.3717 -2.1099 -3.4024
O 10.7267 -2.7320 -4.5962
C 12.1450 -3.0148 -4.6997
N 8.4707 -1.4335 -1.9932
H 7.1411 -1.5750 -4.1052
H 8.3797 -2.1666 -5.2405
H 8.4316 -0.4798 -4.4719
H 8.5970 -3.1956 -3.0379
H 10.9337 -2.6324 -2.6282
H 10.7637 -1.0945 -3.4607
H 12.3567 -3.7068 -3.8845
H 12.6898 -2.0839 -4.5421
H 12.3122 -3.4912 -5.6657
H 8.9489 -1.8515 -1.2079
H 7.4960 -1.5439 -1.7525
C 1.0334 -6.3305 -1.5208
C 2.3984 -6.8345 -0.9909
O 2.0829 -7.7145 0.0735
O 0.6019 -7.3200 -2.4962
H 1.2159 -5.3988 -2.0563
H 0.1773 -6.2495 -0.8510
H 2.8976 -5.9191 -0.6729
H 3.0325 -7.2963 -1.7477
H 1.5737 -8.3687 -0.4107
H 0.6397 -8.1890 -2.0898
C -5.2491 -4.0777 -4.0538
C -5.0333 -2.8511 -5.0189
O -5.1026 -3.2707 -6.3578
O -6.5643 -4.5622 -4.1814
H -5.0657 -3.9604 -2.9858
H -4.6221 -4.9011 -4.3958
H -4.1333 -2.2671 -4.8266
H -5.7727 -2.0665 -4.8582
H -4.2571 -3.6518 -6.6057
H -7.0623 -4.0256 -4.8023
C 1.9532 2.5827 8.9496
C 2.5839 2.5312 7.5833
O 2.0125 1.4863 6.8516
O 0.6636 3.1753 8.9824
H 2.5688 3.2303 9.5739
H 1.7901 1.6007 9.3937
H 3.6412 2.2746 7.6499
H 2.5519 3.5188 7.1232
H 2.4190 0.7057 7.2352
H 0.8598 4.1096 8.8812
C 6.0599 5.3865 0.7623
C 4.9944 6.4752 0.8317
O 5.0966 7.0545 2.0953
O 6.0756 5.0128 -0.6719
H 5.7898 4.5094 1.3503
H 7.0700 5.6450 1.0799
H 3.9361 6.2175 0.7899
H 5.0985 7.1958 0.0206
H 5.1732 8.0106 2.0545
H 6.1582 4.0580 -0.7279
C -9.3947 -0.0394 -0.2757
C -8.4679 -0.2378 0.9268
O -7.2188 0.3731 0.6911
O -9.6640 1.2509 -0.5888
H -10.3794 -0.4688 -0.0915
H -8.8800 -0.5736 -1.0743
H -8.5217 -1.2758 1.2549
H -8.8218 0.3153 1.7968
H -6.7611 0.5756 1.5103
H -8.8979 1.8293 -0.5850
```

***

(2)
ORCA calculation (ωB97M-V/def2-TZVPD) on a 13-piece molecular cluster, C23H68O13 overall in a non-equilibrium geometry.

Computed properties:
* spin multiplicity: 1
* HOMO level: -9.63 eV
* LUMO: -0.08 eV

```
104
C23H68O13 ωB97M-V/def2-TZVPD
C 25.3356 -17.7972 -10.7535
C 25.3059 -19.2327 -11.3015
C 25.3199 -19.0481 -12.8170
O 25.8910 -17.7480 -13.0147
C 26.2339 -17.1218 -11.7815
H 25.6256 -17.7109 -9.7071
H 24.3236 -17.3810 -10.7740
H 24.4209 -19.7385 -10.9136
H 26.2023 -19.7822 -11.0070
H 24.2926 -19.0190 -13.1862
H 25.9002 -19.7833 -13.3720
H 26.1791 -16.0350 -11.7876
H 27.2756 -17.3912 -11.5700
C 21.8339 -16.2239 -19.7181
C 20.7766 -17.1673 -19.1032
C 20.9728 -17.0016 -17.5917
O 22.3341 -16.6369 -17.4719
C 22.7044 -15.7693 -18.5079
H 21.3753 -15.3716 -20.2212
H 22.4170 -16.7487 -20.4716
H 20.9437 -18.2056 -19.3742
H 19.7744 -16.8091 -19.3426
H 20.7688 -17.9234 -17.0416
H 20.3487 -16.2367 -17.1200
H 23.7407 -15.8730 -18.8359
H 22.6227 -14.7230 -18.1976
O 20.9203 -12.1192 -12.5680
H 21.8160 -11.7626 -12.5643
H 20.5568 -11.8634 -13.4270
O 24.7643 -13.8097 -9.1935
H 24.3451 -14.6741 -9.1459
H 25.3980 -13.8772 -9.9443
O 26.2061 -14.1325 -11.4876
H 25.5373 -13.9430 -12.1717
H 27.0521 -13.9997 -11.9276
O 26.2056 -10.9717 -12.6832
H 25.5024 -11.6071 -12.8894
H 26.6592 -10.8316 -13.5202
O 26.1779 -17.5015 -15.7430
H 25.2945 -17.8671 -15.9081
H 26.3141 -17.5359 -14.7676
O 23.5022 -18.8224 -16.0190
H 22.9860 -19.6307 -15.9301
H 22.8733 -18.1539 -16.3427
C 19.1647 -11.7883 -17.4218
C 19.4280 -12.1101 -15.9454
C 19.9242 -13.5387 -15.8123
O 20.4390 -11.2360 -15.4060
H 20.0603 -11.4813 -17.9554
H 18.3525 -11.0558 -17.4744
H 18.6152 -12.6202 -17.8715
H 18.5071 -11.9443 -15.3879
H 20.2578 -13.7911 -14.8013
H 20.7624 -13.7231 -16.4881
H 19.1469 -14.2885 -15.9829
H 20.9957 -10.9980 -16.1532
C 21.3490 -17.8090 -13.0599
C 20.7209 -18.9854 -12.3690
C 20.6553 -18.8925 -10.8514
O 19.4019 -19.1644 -12.9234
H 20.8901 -16.8562 -12.7848
H 21.3134 -17.8836 -14.1482
H 22.4078 -17.6544 -12.8376
H 21.2922 -19.8744 -12.6706
H 20.1516 -19.7523 -10.4164
H 20.1236 -17.9726 -10.6067
H 21.6774 -18.7741 -10.4834
H 19.1085 -20.0388 -12.6488
C 18.9201 -15.1557 -11.4228
C 18.9838 -15.1748 -9.8999
C 20.4313 -15.2567 -9.3735
O 18.4603 -13.9292 -9.3863
H 17.9006 -14.8939 -11.7099
H 19.0105 -16.1834 -11.7904
H 19.6856 -14.5047 -11.8406
H 18.4362 -16.0048 -9.4543
H 20.8256 -16.2741 -9.4150
H 20.4761 -14.9604 -8.3252
H 21.0818 -14.5686 -9.9203
H 19.1488 -13.2853 -9.5917
C 27.0228 -13.0413 -16.0281
C 26.0996 -12.2214 -16.8966
C 25.5565 -12.9861 -18.0950
O 25.0194 -11.8544 -15.9849
H 26.5260 -13.9502 -15.6838
H 27.3705 -12.5480 -15.1178
H 27.9529 -13.2549 -16.5617
H 26.6428 -11.3184 -17.1938
H 26.3958 -13.3464 -18.6841
H 24.8211 -12.3717 -18.6166
H 24.9924 -13.8367 -17.7060
H 24.3225 -11.4238 -16.4945
C 23.7201 -15.2891 -14.7677
C 23.3976 -14.1604 -13.7957
C 22.9882 -14.6726 -12.4035
O 24.4827 -13.2214 -13.6585
H 24.0998 -14.8544 -15.6938
H 22.8290 -15.8965 -14.9113
H 24.5331 -15.8746 -14.3350
H 22.6098 -13.4776 -14.1370
H 23.7059 -15.4127 -12.0512
H 21.9424 -14.9471 -12.4830
H 23.1022 -13.7711 -11.7970
H 24.7422 -12.8284 -14.5175
```